Record 1
48
Properties=species:S:1:pos:R:3 method="wB97M-V/def2-TZVPD" smiles="NC[C@H](O)C[C@@H]1CCS(=O)(=O)OC1.ClC(Cl)(Cl)Cl.ClC(Cl)(Cl)Cl.ClC(Cl)(Cl)Cl.ClC(Cl)(Cl)Cl" homo_lumo_gap_ev=10.125 largest_force_ev_per_a=0.3 e_tot_ev=-232522.4395 e_above_lowest_kcal_mol=3.84 mol_weight_g_mol=824.56
N 3.80087 -1.40168 0.56873
C 4.45248 -1.16303 -0.72476
C 4.13702 0.23387 -1.27898
O 4.19254 1.21772 -0.25504
C 2.86388 0.35161 -2.12386
C 1.50180 -0.01934 -1.53094
C 1.12699 0.59532 -0.18508
C -0.36976 0.36772 0.10756
S -1.19254 -1.08276 -0.59088
O -2.32699 -0.63439 -1.33280
O -1.36826 -2.02724 0.46967
O -0.20545 -1.71478 -1.66593
C 1.20791 -1.51326 -1.42563
H 3.69465 -2.39585 0.73001
H 4.40537 -1.07570 1.31548
H 5.53516 -1.30005 -0.67822
H 4.08729 -1.90186 -1.44241
H 4.96116 0.48144 -1.95471
H 3.71592 0.86905 0.50980
H 2.80969 1.38484 -2.47217
H 3.01835 -0.26424 -3.01689
H 0.75570 0.35597 -2.24108
H 1.70827 0.13991 0.61495
H 1.32369 1.66776 -0.17006
H -0.54128 0.24539 1.17507
H -0.98206 1.20012 -0.23337
H 1.42567 -1.90110 -0.42920
H 1.72837 -2.11574 -2.16639
Cl -4.54667 0.74464 1.10767
C -5.49754 -0.66579 0.61367
Cl -7.01018 -0.66666 1.53589
Cl -5.86259 -0.55940 -1.10902
Cl -4.58698 -2.13161 0.93957
Cl -6.41817 4.11364 -2.59317
C -6.28693 4.22744 -0.83541
Cl -7.01565 5.74224 -0.28756
Cl -7.12099 2.86689 -0.09255
Cl -4.57938 4.20354 -0.37491
Cl -9.30432 -0.00291 4.09510
C -8.44933 1.25678 4.99479
Cl -8.88539 1.15244 6.70318
Cl -6.70891 1.03625 4.81408
Cl -8.91122 2.83989 4.36285
Cl 10.19555 -1.21571 -0.21406
C 9.14874 -2.55191 -0.68969
Cl 7.83244 -1.93653 -1.70012
Cl 10.07818 -3.74401 -1.59652
Cl 8.46292 -3.30894 0.75337



Record 2
37
Properties=species:S:1:pos:R:3 method="wB97M-V/def2-TZVPD" homo_lumo_gap_ev=6.885 largest_force_ev_per_a=1.7 e_tot_ev=-39534.1630 total_charge=-1 mol_weight_g_mol=347.22
C 1.33690 2.61608 -1.45232
C 0.84581 4.08004 -1.10866
C -0.56041 4.09340 -0.42091
C -1.77234 3.76030 -1.36229
C -2.82548 2.92308 -0.50409
C -2.66074 1.38872 -0.84090
O -2.17457 0.66162 0.05828
O -3.00151 0.93726 -1.96337
H 1.35632 2.40503 -2.54063
H 0.67096 1.90224 -0.92398
H 2.35831 2.47121 -1.02912
H 0.93879 4.77614 -1.97540
H 1.57066 4.46664 -0.34402
H -0.68259 5.10343 0.04670
H -0.53635 3.33587 0.39887
H -1.50434 3.20138 -2.28079
H -2.28092 4.71718 -1.63710
H -3.86640 3.25085 -0.75138
H -2.66209 3.11229 0.57638
C 0.31083 -2.82963 2.28216
C 1.12970 -1.75885 1.54019
C 0.64084 -1.38888 0.14064
F 0.65578 -2.44663 -0.70394
F 1.44710 -0.44614 -0.40187
F 2.43502 -2.13736 1.51932
F 1.07900 -0.63017 2.30149
O 0.80112 -4.17274 2.24435
C 0.47380 -4.96391 1.14951
C 1.70560 -5.35548 0.32807
F 2.36582 -4.27142 -0.12036
F 1.33546 -6.07432 -0.76122
F -0.47258 -4.36519 0.41088
F -0.09086 -6.09134 1.64861
H 0.36454 -2.56313 3.33876
H -0.75049 -2.77926 2.03602
H -0.37594 -0.97463 0.17495
H 2.39524 -5.95368 0.92712